Computed, not measured: a structure of composition C33H42Cl2N3O2SSi2TeTi, with the ωB97M-V functional and the def2-TZVPD basis.

Structure (XYZ):
```
87
Properties=species:S:1:pos:R:3:forces:R:3:mulliken_charge:R:1
Ti 1.36984 -0.52806 0.74276 -0.8 -2.0 -1.6 -0.96
O 1.14942 -0.06981 2.40937 -0.2 1.0 3.4 0.57
C 0.80774 1.03070 3.04713 -0.2 1.1 0.4 0.20
C 0.46753 0.96884 4.40058 0.0 -0.1 0.0 -0.61
C 0.11468 2.10440 5.10144 0.1 -0.1 -0.2 -0.75
C 0.09565 3.33916 4.46108 -0.1 0.2 0.1 -0.73
C 0.44575 3.43285 3.13378 0.1 -0.2 -0.2 -0.76
C 0.80866 2.29821 2.38758 -0.1 -0.6 0.8 0.93
C 1.29201 2.41452 1.04959 0.6 -0.4 -1.1 -0.89
N 1.56385 1.35360 0.33553 -0.1 2.5 0.7 1.59
N 2.18355 1.45686 -0.87354 0.6 0.5 -1.0 -1.36
C 2.88864 0.37323 -1.09317 -0.1 1.2 0.2 0.57
O 3.03725 -0.51152 -0.15530 1.5 -0.2 -0.6 -0.73
C 3.50044 0.14682 -2.40825 0.2 -0.1 -0.3 0.58
C 4.19193 -1.04036 -2.65412 -0.1 0.1 0.3 -0.30
C 4.67319 -1.31450 -3.91909 0.1 0.0 -0.1 -0.68
C 4.47696 -0.40698 -4.94667 0.0 0.0 0.0 -0.47
C 3.82861 0.79313 -4.69878 0.0 0.1 -0.1 -0.84
C 3.33927 1.07282 -3.43847 0.0 -0.1 0.2 -0.22
H 0.49763 0.00140 4.88401 0.0 0.0 0.0 0.40
H -0.13701 2.02734 6.14818 0.0 0.0 0.1 0.44
H -0.18056 4.22551 5.01230 0.0 0.1 0.0 0.42
H 0.45090 4.39409 2.64079 0.0 0.1 -0.1 0.42
H 1.52041 3.40031 0.64660 0.0 -0.1 -0.1 0.32
H 4.33458 -1.74968 -1.84982 -0.1 0.0 0.0 0.60
H 5.19753 -2.24029 -4.11097 0.0 -0.1 0.0 0.45
H 4.83267 -0.63105 -5.94100 0.1 0.0 -0.1 0.41
H 3.70333 1.51111 -5.49566 0.0 0.1 -0.1 0.40
H 2.82308 1.99614 -3.23084 -0.1 0.1 0.0 0.50
Cl -1.49527 -3.95767 0.00156 -0.2 -0.4 0.3 -0.10
C -1.35001 -3.77473 1.75866 0.0 0.1 -0.4 -0.64
Cl -0.71209 -2.15436 2.15154 -0.6 -0.8 0.9 0.11
H -0.65307 -4.52493 2.12925 -0.1 0.2 0.0 0.36
H -2.33752 -3.87068 2.20518 0.2 0.0 0.0 0.41
C 2.81821 -2.28227 3.17145 0.1 0.1 0.0 -1.26
C 2.87454 -2.93648 1.82404 -0.7 0.3 -0.2 0.74
C 3.83427 -3.92284 1.57076 0.3 -0.6 -0.5 -1.10
C 3.93073 -4.49108 0.32420 -0.2 0.4 0.4 -1.06
C 3.05881 -4.06072 -0.69714 -0.1 0.3 0.2 0.87
C 3.14670 -4.54045 -2.01713 -0.1 0.0 -0.3 -0.86
C 2.31347 -4.04778 -2.99225 0.4 -0.4 0.2 -0.95
C 1.37949 -3.06536 -2.68657 -0.1 0.3 0.6 -0.64
C 1.26728 -2.56510 -1.39930 -0.3 0.0 -0.5 0.86
S 0.11859 -1.29560 -1.08138 -0.3 -0.2 -0.9 -0.05
C 2.10556 -3.05824 -0.36523 0.3 -0.8 -0.5 -0.47
N 2.01532 -2.52459 0.88839 1.2 -1.4 0.3 0.91
H 3.46074 -2.80692 3.87506 0.0 0.0 0.0 0.54
H 1.79714 -2.26130 3.55421 0.1 0.0 0.0 0.13
H 3.16333 -1.24500 3.08598 -0.1 -0.2 0.1 0.18
H 4.51274 -4.21625 2.35781 0.0 0.0 0.1 0.49
H 4.67956 -5.23706 0.10210 0.1 -0.1 0.0 0.43
H 3.89486 -5.28513 -2.24870 0.0 -0.1 0.0 0.41
H 2.38898 -4.41237 -4.00588 0.0 0.0 -0.1 0.41
H 0.73871 -2.64725 -3.44753 0.0 0.0 -0.1 0.56
C -5.28739 1.92369 0.19987 0.4 -0.2 0.6 -0.69
Si -4.72611 1.41969 1.95126 -0.2 -0.1 0.1 0.30
C -5.56688 2.59521 3.20425 0.3 -0.5 -0.5 -1.12
C -5.25894 -0.38453 2.27270 0.2 0.7 -0.1 -1.08
C -2.84638 1.53214 2.22746 -0.2 -0.3 -0.5 -0.87
Te -1.64570 0.53977 0.67420 -1.7 1.2 0.0 0.12
C -1.79025 2.29842 -0.60530 0.4 -0.6 -0.4 -0.95
Si -1.86111 1.91583 -2.47802 -0.2 0.1 -0.5 0.19
C -2.47991 3.50595 -3.34910 0.2 -0.6 0.4 -1.23
C -0.15253 1.47460 -3.19251 -0.5 0.1 0.4 -0.41
C -3.10417 0.51413 -2.84475 0.5 0.5 0.2 -1.11
H -6.35027 1.73712 0.07258 -0.2 -0.1 0.1 0.47
H -4.75098 1.35325 -0.55167 0.1 -0.1 -0.1 -0.16
H -5.11934 2.97903 0.00630 0.1 0.2 0.0 0.32
H -6.64764 2.54905 3.11479 -0.2 0.0 0.0 0.32
H -5.26652 3.62526 3.03714 0.1 0.2 -0.1 0.31
H -5.30806 2.34066 4.22731 0.1 -0.1 0.2 0.31
H -6.30883 -0.53624 2.04219 -0.2 0.0 -0.1 0.36
H -5.10797 -0.66344 3.31114 0.1 0.0 0.2 0.32
H -4.67704 -1.06401 1.65538 0.1 -0.1 -0.1 0.28
H -2.58916 1.05118 3.16957 0.0 -0.1 0.1 0.52
H -2.50429 2.56127 2.30080 0.2 0.1 -0.1 0.50
H -0.92686 2.92736 -0.39169 0.1 0.1 0.0 0.49
H -2.68200 2.83124 -0.28937 -0.2 0.0 0.0 0.58
H -1.85369 4.36006 -3.11416 0.2 0.2 0.1 0.34
H -3.49672 3.76054 -3.06801 -0.2 0.0 0.1 0.32
H -2.46236 3.37867 -4.42649 0.0 -0.1 -0.3 0.31
H 0.33659 2.33887 -3.63358 0.0 0.2 -0.1 0.42
H -0.24002 0.71161 -3.96093 -0.1 -0.1 -0.1 0.40
H 0.51374 1.08451 -2.42766 -0.1 0.0 0.0 -0.45
H -4.13099 0.84966 -2.73262 -0.2 0.1 0.1 0.34
H -2.94536 -0.33222 -2.18095 0.0 -0.1 0.1 0.27
H -2.99148 0.15706 -3.86420 0.1 0.0 -0.2 0.47
```
Forces are in eV/Å.

⟨S²⟩ = 0.77
HOMO (spin up / spin down) = -6.166 / -7.207 eV
spin multiplicity = 2
HOMO-LUMO gap (spin up / spin down) = 5.9 / 6.8 eV
relative energy (zero: lowest compared OMol25 entry of this formula, charge and spin) = 2.3416 eV